17
Properties=species:S:1:pos:R:3:nbo_charge:R:1 method="wB97M-V/def2-TZVPD" max_force_ev_per_a=4.4 energy_ev=-10909.0875 homo_lumo_gap_ev=4.75 de_lowest_kj_mol=722.5
O 2.8866 -0.2748 0.5762 -0.66
C 1.6977 -0.2252 0.0442 0.61
N 0.6419 -0.9323 0.4243 -0.54
C -0.5551 -1.1401 -0.4653 -0.36
C -1.6193 -0.0196 -0.9283 0.31
C -2.5319 0.5567 0.0385 -0.29
O -1.7858 0.5986 1.3931 -0.68
C 1.6332 1.0135 -0.8929 -0.74
H -0.9468 0.2613 1.0104 0.49
H -1.0799 -1.8673 0.0442 0.24
H -0.1619 -1.5202 -1.4422 0.21
H -3.5022 0.0419 0.1552 0.29
H -1.7128 0.3019 -1.9704 0.21
H -2.8317 1.6342 0.0006 0.26
H 2.3012 0.7242 -1.6760 0.23
H 2.1478 1.6970 -0.2508 0.26
H 0.7388 1.5505 -1.3734 0.17